[1]
Computed, not measured: the molecule C19H23NO3, with ωB97M-V/def2-TZVPD.

Results
Calculated total energy   -1018.30568 Ha
SMILES   Cc1ccc(-c2ccc(CCC(=O)O)n2C[C@H]2CCCO2)cc1
Frontier orbital gap   8.6583 eV
Total charge   0

Last columns: bonded neighbours and bond lengths (Å).
CARTESIAN COORDINATES (ANGSTROEM)
1 C 5.54 0.81 -2.10  C2 1.498, H24 1.088, H25 1.091, H26 1.088
2 C 4.18 0.95 -1.48  C1 1.498, C3 1.389, C23 1.390
3 C 3.92 0.41 -0.22  C2 1.389, C4 1.382, H27 1.081
4 C 2.67 0.55 0.36  C3 1.382, C5 1.393, H28 1.081
5 C 1.65 1.23 -0.30  C4 1.393, C6 1.461, C22 1.393
6 C 0.33 1.41 0.30  C5 1.461, C7 1.373, N15 1.374
7 C -0.35 2.58 0.51  C6 1.373, C8 1.407, H29 1.072
8 C -1.57 2.26 1.13  C7 1.407, C9 1.378, H30 1.073
9 C -1.62 0.89 1.26  C8 1.378, C10 1.496, N15 1.368
10 C -2.70 0.01 1.81  C9 1.496, C11 1.534, H31 1.095, H32 1.094
11 C -3.72 0.75 2.69  C10 1.534, C12 1.522, H33 1.092, H34 1.091
12 C -3.18 1.08 4.07  C11 1.522, O13 1.199, O14 1.337
13 O -3.76 0.79 5.08  C12 1.199
14 O -2.00 1.71 4.11  C12 1.337, H35 0.978
15 N -0.45 0.38 0.77  C6 1.374, C9 1.368, C16 1.437
16 C -0.18 -1.01 0.50  N15 1.437, C17 1.534, H36 1.091, H37 1.091
17 C -0.67 -1.42 -0.89  C16 1.534, C18 1.546, O21 1.416, H38 1.103
18 C -0.19 -2.83 -1.31  C17 1.546, C19 1.535, H39 1.088, H40 1.089
19 C -1.46 -3.52 -1.83  C18 1.535, C20 1.533, H41 1.089, H42 1.087
20 C -2.45 -2.35 -1.94  C19 1.533, O21 1.409, H43 1.100, H44 1.090
21 O -2.08 -1.46 -0.92  C17 1.416, C20 1.409
22 C 1.92 1.78 -1.55  C5 1.393, C23 1.381, H45 1.080
23 C 3.17 1.64 -2.13  C2 1.390, C22 1.381, H46 1.081
24 H 5.47 0.80 -3.18  C1 1.088
25 H 6.17 1.65 -1.81  C1 1.091
26 H 6.03 -0.11 -1.77  C1 1.088
27 H 4.70 -0.12 0.31  C3 1.081
28 H 2.50 0.16 1.35  C4 1.081
29 H 0.01 3.57 0.28  C7 1.072
30 H -2.33 2.97 1.40  C8 1.073
31 H -2.25 -0.79 2.41  C10 1.095
32 H -3.22 -0.46 0.98  C10 1.094
33 H -4.03 1.67 2.20  C11 1.092
34 H -4.60 0.13 2.83  C11 1.091
35 H -1.64 1.87 3.21  O14 0.978
36 H -0.68 -1.63 1.25  C16 1.091
37 H 0.89 -1.18 0.55  C16 1.091
38 H -0.32 -0.67 -1.62  C17 1.103
39 H 0.58 -2.76 -2.08  C18 1.088
40 H 0.23 -3.37 -0.46  C18 1.089
41 H -1.82 -4.25 -1.11  C19 1.089
42 H -1.31 -4.01 -2.79  C19 1.087
43 H -2.37 -1.86 -2.92  C20 1.100
44 H -3.49 -2.64 -1.77  C20 1.090
45 H 1.14 2.32 -2.07  C22 1.080
46 H 3.36 2.07 -3.10  C23 1.081

Atom charges from the Löwdin analysis, given in e for atoms 1 to 5:
1 C -0.053
2 C -0.283
3 C -0.039
4 C -0.035
5 C -0.180

***

[2]
Computed, not measured: the molecule C19H23NO6S, with ωB97M-V/def2-TZVPD.

Results
Calculated total energy   -1642.16496 Ha
SMILES   COC(=O)CN(CCc1ccccc1)S(=O)(=O)c1ccc(OC)c(OC)c1
Frontier orbital gap   9.1126 eV
Total charge   0

Last columns: bonded neighbours and bond lengths (Å).
CARTESIAN COORDINATES (ANGSTROEM)
1 C 2.76 1.38 -2.94  O2 1.424, H28 1.092, H29 1.088, H30 1.092
2 O 2.77 0.93 -1.59  C1 1.424, C3 1.337
3 C 3.76 0.09 -1.28  O2 1.337, O4 1.199, C5 1.521
4 O 4.70 -0.13 -1.99  C3 1.199
5 C 3.64 -0.44 0.14  C3 1.521, N6 1.445, H31 1.095, H32 1.100
6 N 2.30 -0.87 0.44  C5 1.445, C7 1.447, S15 1.689
7 C 2.06 -1.23 1.83  N6 1.447, C8 1.533, H33 1.098, H34 1.091
8 C 1.70 -0.01 2.68  C7 1.533, C9 1.502, H35 1.092, H36 1.091
9 C 0.37 0.58 2.28  C8 1.502, C10 1.387, C14 1.390
10 C 0.29 1.76 1.57  C9 1.387, C11 1.384, H37 1.081
11 C -0.94 2.31 1.25  C10 1.384, C12 1.383, H38 1.080
12 C -2.11 1.67 1.62  C11 1.383, C13 1.384, H39 1.079
13 C -2.04 0.47 2.31  C12 1.384, C14 1.382, H40 1.080
14 C -0.81 -0.07 2.64  C9 1.390, C13 1.382, H41 1.081
15 S 1.66 -2.00 -0.64  N6 1.689, O16 1.434, O17 1.436, C18 1.779
16 O 2.23 -1.72 -1.92  S15 1.434
17 O 1.80 -3.34 -0.11  S15 1.436
18 C -0.06 -1.54 -0.62  S15 1.779, C19 1.373, C27 1.385
19 C -1.02 -2.36 -0.10  C18 1.373, C20 1.390, H42 1.078
20 C -2.35 -1.94 -0.11  C19 1.390, C21 1.386, H43 1.078
21 C -2.69 -0.70 -0.64  C20 1.386, O22 1.354, C24 1.419
22 O -3.94 -0.20 -0.69  C21 1.354, C23 1.408
23 C -5.00 -0.96 -0.16  O22 1.408, H44 1.089, H45 1.094, H46 1.094
24 C -1.68 0.13 -1.19  C21 1.419, O25 1.354, C27 1.382
25 O -2.10 1.31 -1.70  C24 1.354, C26 1.409
26 C -1.15 2.15 -2.31  O25 1.409, H47 1.089, H48 1.094, H49 1.095
27 C -0.37 -0.30 -1.16  C18 1.385, C24 1.382, H50 1.075
28 H 2.46 0.56 -3.59  C1 1.092
29 H 2.04 2.20 -2.99  C1 1.088
30 H 3.75 1.73 -3.23  C1 1.092
31 H 3.90 0.39 0.82  C5 1.095
32 H 4.38 -1.24 0.26  C5 1.100
33 H 2.94 -1.74 2.25  C7 1.098
34 H 1.23 -1.94 1.83  C7 1.091
35 H 1.66 -0.33 3.72  C8 1.092
36 H 2.48 0.75 2.59  C8 1.091
37 H 1.20 2.27 1.28  C10 1.081
38 H -0.99 3.25 0.72  C11 1.080
39 H -3.07 2.09 1.36  C12 1.079
40 H -2.94 -0.04 2.61  C13 1.080
41 H -0.76 -0.99 3.20  C14 1.081
42 H -0.74 -3.32 0.30  C19 1.078
43 H -3.10 -2.59 0.30  C20 1.078
44 H -5.90 -0.36 -0.30  C23 1.089
45 H -5.12 -1.91 -0.69  C23 1.094
46 H -4.86 -1.15 0.91  C23 1.094
47 H -1.70 3.02 -2.64  C26 1.089
48 H -0.37 2.44 -1.60  C26 1.094
49 H -0.69 1.65 -3.17  C26 1.095
50 H 0.45 0.29 -1.54  C27 1.075

Atom charges from the Löwdin analysis, given in e for atoms 1 to 5:
1 C -0.039
2 O -0.072
3 C -0.537
4 O 0.124
5 C -0.085

***

[3]
Computed, not measured: the molecule C19H24Cl2N2O3, with ωB97M-V/def2-TZVPD.

Results
Calculated total energy   -1993.95228 Ha
SMILES   O=C1CC2(CCCC2)CC(=O)N1CCNCCOc1cc(Cl)ccc1Cl
Frontier orbital gap   9.3475 eV
Total charge   0

Last columns: bonded neighbours and bond lengths (Å).
CARTESIAN COORDINATES (ANGSTROEM)
1 O 2.81 2.94 1.48  C2 1.236
2 C 1.78 2.66 0.85  O1 1.236, C3 1.520, N12 1.405
3 C 2.04 2.47 -0.64  C2 1.520, C4 1.632, H27 1.129, H28 1.130
4 C 1.04 1.42 -1.38  C3 1.632, C5 1.484, C8 1.545, C9 1.544
5 C 1.24 1.66 -2.83  C4 1.484, C6 1.593, H29 1.085, H30 1.087
6 C 0.81 0.30 -3.53  C5 1.593, C7 1.548, H31 1.173, H32 1.135
7 C 1.17 -0.80 -2.50  C6 1.548, C8 1.622, H33 1.139, H34 1.132
8 C 1.35 -0.06 -1.07  C4 1.545, C7 1.622, H35 1.123, H36 1.055
9 C -0.39 1.87 -1.00  C4 1.544, C10 1.574, H37 1.124, H38 1.119
10 C -0.55 2.04 0.55  C9 1.574, O11 1.287, N12 1.371
11 O -1.71 1.70 0.99  C10 1.287
12 N 0.53 2.31 1.36  C2 1.405, C10 1.371, C13 1.484
13 C 0.43 2.15 2.83  N12 1.484, C14 1.556, H39 1.066, H40 1.115
14 C 1.09 0.80 3.27  C13 1.556, N15 1.481, H41 1.094, H42 1.096
15 N 0.24 -0.26 2.68  C14 1.481, C16 1.460, H43 0.993
16 C 0.42 -1.64 3.12  N15 1.460, C17 1.486, H44 1.102, H45 1.192
17 C 0.06 -2.59 2.03  C16 1.486, O18 1.495, H46 1.091, H47 1.063
18 O -1.43 -2.56 1.91  C17 1.495, C19 1.478
19 C -1.95 -2.27 0.56  O18 1.478, C20 1.371, C25 1.429
20 C -1.47 -2.92 -0.54  C19 1.371, C21 1.404, H48 1.119
21 C -2.01 -2.66 -1.82  C20 1.404, Cl22 1.685, C23 1.428
22 Cl -1.50 -3.65 -3.08  C21 1.685
23 C -3.04 -1.69 -1.98  C21 1.428, C24 1.418, H49 1.046
24 C -3.58 -1.06 -0.84  C23 1.418, C25 1.425, H50 1.082
25 C -3.09 -1.41 0.45  C19 1.429, C24 1.425, Cl26 1.794
26 Cl -3.80 -0.71 1.94  C25 1.794
27 H 3.07 2.02 -0.80  C3 1.129
28 H 1.93 3.47 -1.15  C3 1.130
29 H 2.29 1.75 -3.09  C5 1.085
30 H 0.60 2.44 -3.24  C5 1.087
31 H 1.27 0.11 -4.59  C6 1.173
32 H -0.33 0.35 -3.55  C6 1.135
33 H 0.31 -1.55 -2.53  C7 1.139
34 H 2.15 -1.26 -2.81  C7 1.132
35 H 0.63 -0.39 -0.28  C8 1.123
36 H 2.29 -0.16 -0.59  C8 1.055
37 H -0.62 2.84 -1.52  C9 1.124
38 H -1.04 1.05 -1.40  C9 1.119
39 H -0.57 2.22 3.18  C13 1.066
40 H 0.94 2.93 3.44  C13 1.115
41 H 2.00 0.80 2.67  C14 1.094
42 H 1.32 0.57 4.32  C14 1.096
43 H -0.75 -0.14 2.64  N15 0.993
44 H -0.11 -1.88 4.06  C16 1.102
45 H 1.58 -1.76 3.35  C16 1.192
46 H 0.52 -3.57 2.12  C17 1.091
47 H 0.60 -2.32 1.16  C17 1.063
48 H -0.65 -3.67 -0.37  C20 1.119
49 H -3.40 -1.39 -2.92  C23 1.046
50 H -4.53 -0.53 -0.92  C24 1.082

Atom charges from the Löwdin analysis, given in e for atoms 1 to 5:
1 O 0.071
2 C -0.375
3 C -0.017
4 C -0.468
5 C -0.171

***

[4]
Computed, not measured: a cluster of 16 separate species, C19H24Cl46O2P in total, with ωB97M-V/def2-TZVPD.

Results
Calculated total energy   -22398.90542 Ha
Frontier orbital gap   4.9850 eV
Total charge   -1

Last columns: bonded neighbours and bond lengths (Å).
CARTESIAN COORDINATES (ANGSTROEM)
1 C -0.76 -9.08 1.31  C2 1.496, H9 1.026, H10 1.029, H11 1.033
2 C -2.14 -8.86 1.84  C1 1.496, O3 1.372, H12 1.048, H13 1.033
3 O -2.39 -7.79 2.66  C2 1.372, C4 1.400
4 C -1.35 -7.17 3.35  O3 1.400, C5 1.578, H14 1.051, H15 1.036
5 C -1.12 -5.65 2.97  C4 1.578, Cl6 1.857, P7 1.791
6 Cl -2.61 -5.14 1.98  C5 1.857
7 P 0.23 -5.34 1.84  C5 1.791, O8 1.465, H16 1.420, H17 1.411
8 O 0.87 -4.05 2.07  P7 1.465
9 H -0.44 -9.99 1.68  C1 1.026
10 H -0.04 -8.40 1.59  C1 1.029
11 H -0.76 -9.12 0.28  C1 1.033
12 H -2.42 -9.75 2.32  C2 1.048
13 H -2.80 -8.78 1.05  C2 1.033
14 H -0.45 -7.71 3.37  C4 1.051
15 H -1.65 -7.11 4.34  C4 1.036
16 H -0.23 -5.49 0.50  P7 1.420
17 H 1.24 -6.32 1.95  P7 1.411
18 C -0.99 -0.62 1.46  Cl19 1.743, Cl20 1.771, Cl21 1.774, H22 1.074
19 Cl -1.56 -2.26 1.61  C18 1.743
20 Cl 0.62 -0.44 2.20  C18 1.771
21 Cl -0.96 -0.12 -0.24  C18 1.774
22 H -1.66 0.03 1.98  C18 1.074
23 C 3.74 0.93 1.26  Cl24 1.767, Cl25 1.762, Cl26 1.757, H27 1.075
24 Cl 5.27 0.15 1.70  C23 1.767
25 Cl 3.59 2.50 2.04  C23 1.762
26 Cl 3.61 1.10 -0.48  C23 1.757
27 H 2.94 0.30 1.60  C23 1.075
28 C 2.21 6.58 1.70  Cl29 1.761, Cl30 1.763, Cl31 1.761, H32 1.074
29 Cl 2.97 5.41 2.77  C28 1.761
30 Cl 1.83 5.83 0.14  C28 1.763
31 Cl 0.75 7.25 2.43  C28 1.761
32 H 2.90 7.38 1.53  C28 1.074
33 C 5.87 1.76 -3.90  Cl34 1.760, Cl35 1.765, Cl36 1.762, H37 1.075
34 Cl 4.91 3.23 -3.91  C33 1.760
35 Cl 5.64 0.87 -5.40  C33 1.765
36 Cl 7.57 2.12 -3.64  C33 1.762
37 H 5.53 1.14 -3.08  C33 1.075
38 C -2.85 8.65 0.37  Cl39 1.766, Cl40 1.756, Cl41 1.764, H42 1.074
39 Cl -3.17 9.05 2.06  C38 1.766
40 Cl -1.41 7.66 0.24  C38 1.756
41 Cl -4.25 7.84 -0.34  C38 1.764
42 H -2.69 9.57 -0.16  C38 1.074
43 C -1.45 -0.54 -4.41  Cl44 1.768, Cl45 1.757, Cl46 1.765, H47 1.068
44 Cl -0.36 -0.90 -5.75  C43 1.768
45 Cl -1.72 -1.97 -3.42  C43 1.757
46 Cl -0.82 0.78 -3.43  C43 1.765
47 H -2.39 -0.23 -4.82  C43 1.068
48 C 4.11 5.74 -7.44  Cl49 1.765, Cl50 1.767, Cl51 1.757, H52 1.076
49 Cl 5.18 7.06 -6.95  C48 1.765
50 Cl 3.96 5.68 -9.20  C48 1.767
51 Cl 4.68 4.21 -6.79  C48 1.757
52 H 3.13 5.93 -7.03  C48 1.076
53 C 3.65 -9.14 2.23  Cl54 1.762, Cl55 1.769, Cl56 1.756, H57 1.067
54 Cl 3.02 -8.66 3.81  C53 1.762
55 Cl 4.79 -10.48 2.41  C53 1.769
56 Cl 2.34 -9.58 1.15  C53 1.756
57 H 4.17 -8.31 1.81  C53 1.067
58 C 4.30 -4.33 -0.63  Cl59 1.763, Cl60 1.777, Cl61 1.768, H62 1.075
59 Cl 2.81 -4.91 0.11  C58 1.763
60 Cl 5.59 -5.55 -0.64  C58 1.777
61 Cl 4.00 -3.77 -2.28  C58 1.768
62 H 4.65 -3.49 -0.06  C58 1.075
63 C 0.53 3.18 -6.21  Cl64 1.753, Cl65 1.768, Cl66 1.764, H67 1.076
64 Cl 2.08 2.45 -5.81  C63 1.753
65 Cl 0.41 4.79 -5.49  C63 1.768
66 Cl 0.31 3.26 -7.96  C63 1.764
67 H -0.25 2.56 -5.79  C63 1.076
68 C -6.01 -0.10 -4.75  Cl69 1.759, Cl70 1.760, Cl71 1.766, H72 1.074
69 Cl -6.81 -1.66 -4.85  C68 1.759
70 Cl -4.73 -0.12 -3.55  C68 1.760
71 Cl -5.36 0.37 -6.33  C68 1.766
72 H -6.74 0.64 -4.46  C68 1.074
73 C 8.10 0.71 3.99  Cl74 1.763, Cl75 1.760, Cl76 1.764, H77 1.075
74 Cl 9.26 0.41 2.70  C73 1.763
75 Cl 7.77 -0.76 4.89  C73 1.760
76 Cl 8.68 1.99 5.07  C73 1.764
77 H 7.18 1.05 3.55  C73 1.075
78 C -7.22 8.96 1.65  Cl79 1.763, Cl80 1.761, Cl81 1.761, H82 1.077
79 Cl -7.91 10.57 1.41  C78 1.763
80 Cl -7.57 8.36 3.26  C78 1.761
81 Cl -7.81 7.84 0.42  C78 1.761
82 H -6.15 9.04 1.54  C78 1.077
83 C -5.87 -3.46 1.58  Cl84 1.764, Cl85 1.771, Cl86 1.752, H87 1.077
84 Cl -5.45 -2.06 0.60  C83 1.764
85 Cl -7.52 -3.31 2.20  C83 1.771
86 Cl -5.68 -4.95 0.67  C83 1.752
87 H -5.20 -3.51 2.42  C83 1.077
88 C -5.17 7.18 6.30  Cl89 1.759, Cl90 1.764, Cl91 1.761, H92 1.075
89 Cl -4.22 5.75 6.68  C88 1.759
90 Cl -5.04 8.38 7.59  C88 1.764
91 Cl -4.67 7.88 4.76  C88 1.761
92 H -6.20 6.89 6.22  C88 1.075

Atom charges from the Löwdin analysis, given in e for atoms 1 to 5:
1 C -0.106
2 C -0.275
3 O -0.194
4 C -0.361
5 C -0.680

***

Number 1: E_LUMO 0.023 Ha, HOMO level -0.2950 hartree. Number 2: E_LUMO 0.023 Ha, HOMO level -0.3122 hartree. Number 3: E_LUMO 0.024 Ha, HOMO level -0.3194 hartree. Number 4: E_LUMO 0.047 Ha, HOMO level -0.1361 hartree.